Computed, not measured: 6 unconnected molecules or ions with the total composition C13H27Br10NO, with ωB97M-V with the def2-TZVPD basis set.

Properties
Energy relative to the best compared isomer or geometry (same formula, charge and spin) (kJ/mol): 106.8
Gap between HOMO and LUMO (eV): 9.58
Charge: 0
LUMO level (eV): 0.14
Max |F| (eV Å⁻¹): 2.76
Highest occupied orbital energy (eV): -9.442
SMILES: CN(C)C=O.BrCCBr.BrCCBr.BrCCBr.BrCCBr.BrCCBr

Each line ends with the Mulliken charge.
Cartesian coordinates (Å):
1 C 1.733 -0.870 -0.006  -0.77
2 N 1.396 -1.545 1.254  0.23
3 C 2.108 -2.789 1.517  -1.15
4 C 0.311 -1.218 2.080  0.43
5 O 0.027 -1.862 3.055  -0.63
6 H 1.775 -1.607 -0.801  0.37
7 H 2.693 -0.350 0.099  0.16
8 H 0.980 -0.111 -0.267  0.06
9 H 1.933 -3.607 0.855  0.36
10 H 3.185 -2.579 1.492  0.36
11 H 1.948 -3.094 2.498  0.36
12 H -0.298 -0.372 1.777  0.14
13 Br 3.680 2.077 1.246  -0.02
14 C 4.457 3.714 1.843  -0.60
15 C 3.534 4.537 2.677  -0.44
16 Br 3.436 3.747 4.477  -0.12
17 H 4.818 4.374 1.003  0.32
18 H 5.359 3.366 2.356  0.37
19 H 2.528 4.640 2.281  0.19
20 H 3.928 5.525 2.788  0.37
21 Br -0.601 2.705 -4.851  -0.16
22 C 0.631 1.148 -4.571  -0.30
23 C 0.192 0.017 -5.448  -0.75
24 Br 1.356 -1.627 -5.207  -0.19
25 H 0.616 0.924 -3.535  0.11
26 H 1.634 1.516 -4.855  0.42
27 H 0.453 0.208 -6.466  0.44
28 H -0.816 -0.268 -5.408  0.42
29 Br -4.995 -1.793 -2.817  -0.13
30 C -3.509 -2.230 -1.715  -0.59
31 C -2.253 -1.662 -2.340  -0.75
32 Br -2.210 0.321 -2.203  -0.06
33 H -3.543 -3.329 -1.686  0.41
34 H -3.642 -1.839 -0.720  0.28
35 H -2.275 -1.939 -3.418  0.34
36 H -1.335 -2.010 -1.989  0.49
37 Br -0.255 2.712 3.127  -0.14
38 C -0.994 2.661 1.296  0.11
39 C -0.513 3.834 0.404  -0.51
40 Br -1.124 3.598 -1.487  -0.16
41 H -2.069 2.532 1.404  0.37
42 H -0.536 1.779 0.809  -0.26
43 H 0.584 3.792 0.223  0.15
44 H -0.725 4.852 0.660  0.47
45 Br -3.326 -1.276 2.860  -0.18
46 C -2.880 -3.163 3.011  -0.56
47 C -3.023 -3.765 1.581  -0.63
48 Br -2.486 -5.718 1.759  -0.19
49 H -3.561 -3.678 3.681  0.46
50 H -1.874 -3.198 3.495  0.37
51 H -2.401 -3.293 0.804  0.21
52 H -4.051 -3.784 1.377  0.50

=====

Computed, not measured: 2 unconnected molecules or ions with the total composition HN3O2, with ωB97M-V with the def2-TZVPD basis set.

Properties
Energy relative to the best compared isomer or geometry (same formula, charge and spin) (kJ/mol): 435.3
Gap between HOMO and LUMO (spin up / spin down) (eV): 9.09 / 8.23
Charge: 0
LUMO level (spin up / spin down) (eV): -0.20 / -0.61
Max |F| (eV Å⁻¹): 3.92
Highest occupied orbital energy (spin up / spin down) (eV): -9.295 / -8.833

Each line ends with the Mulliken charge.
Cartesian coordinates (Å):
1 N 0.630 -1.696 -2.878  0.19
2 N -0.817 -0.833 -0.667  0.76
3 N 0.184 -0.263 -0.334  -0.50
4 O -0.300 -2.020 -2.287  -0.15
5 O -1.993 -0.940 -0.385  -0.52
6 H 0.116 0.230 0.477  0.21

=====

Computed, not measured: a molecular structure, C30H48F4O30, with ωB97M-V with the def2-TZVPD basis set.

Properties
Energy relative to the best compared isomer or geometry (same formula, charge and spin) (kJ/mol): 2270.8
Gap between HOMO and LUMO (eV): 9.30
Charge: 0
LUMO level (eV): 0.18
Max |F| (eV Å⁻¹): 9.29
Highest occupied orbital energy (eV): -9.126

Each line ends with the Mulliken charge.
Cartesian coordinates (Å):
1 C -1.796 -19.990 8.660  -0.39
2 C -0.901 -18.820 8.251  0.67
3 O 0.124 -19.453 7.409  -0.33
4 C -0.038 -20.781 7.404  0.34
5 O 0.696 -21.553 6.782  -0.63
6 O -1.131 -21.151 8.193  -0.49
7 F -0.266 -18.240 9.228  -0.51
8 H -2.770 -19.797 8.210  -0.30
9 H -1.987 -20.034 9.732  1.24
10 H -1.326 -18.060 7.595  -0.34
11 C -6.214 -24.259 5.338  -0.43
12 C -4.985 -23.965 6.254  0.00
13 O -5.548 -23.196 7.280  0.02
14 C -6.892 -23.252 7.275  0.56
15 O -7.615 -22.953 8.211  -0.61
16 O -7.259 -23.821 6.109  -0.41
17 F -4.070 -23.206 5.699  -0.52
18 H -6.265 -25.292 4.995  0.38
19 H -6.389 -23.729 4.401  0.17
20 H -4.496 -24.819 6.722  0.46
21 C -2.213 -18.836 2.707  0.10
22 C -3.372 -19.519 3.579  0.60
23 O -3.204 -20.917 3.239  0.48
24 C -2.416 -20.994 2.188  0.17
25 O -2.348 -22.089 1.499  -0.67
26 O -1.715 -19.932 2.030  -0.34
27 F -4.502 -19.043 2.984  -0.42
28 H -1.478 -18.592 3.473  0.11
29 H -2.676 -18.034 2.132  0.43
30 H -3.412 -19.117 4.592  -1.03
31 C -3.433 -21.971 10.976  -0.86
32 C -4.848 -22.338 10.662  0.42
33 O -4.993 -22.196 9.281  -0.59
34 C -3.824 -21.845 8.715  -0.04
35 O -3.584 -21.811 7.571  0.25
36 O -2.968 -21.595 9.721  -0.01
37 F -5.645 -21.522 11.364  -0.24
38 H -2.829 -22.814 11.313  0.49
39 H -3.411 -21.203 11.749  0.23
40 H -5.033 -23.339 11.051  0.41
41 C -2.803 -21.385 5.644  -0.05
42 O -3.988 -20.702 5.894  -0.27
43 C -4.009 -19.408 6.084  0.00
44 O -2.967 -18.773 6.197  0.68
45 O -5.296 -18.930 6.258  0.26
46 C -5.585 -17.617 6.368  0.05
47 H -1.973 -20.920 5.111  0.42
48 H -3.063 -22.372 5.263  0.93
49 H -2.425 -21.793 6.581  0.47
50 H -6.648 -17.427 6.221  0.90
51 H -5.139 -17.083 5.529  0.45
52 H -5.185 -16.993 7.168  -1.59
53 C -2.202 -16.607 5.310  -0.01
54 O -0.994 -17.002 5.973  -0.18
55 C 0.044 -17.321 5.253  1.03
56 O 0.095 -17.374 4.000  -0.63
57 O 1.086 -17.337 6.139  -0.32
58 C 2.385 -17.535 5.563  -0.64
59 H -2.868 -16.249 6.094  -0.25
60 H -2.768 -17.330 4.723  -0.20
61 H -2.054 -15.774 4.623  0.69
62 H 3.148 -17.196 6.264  0.37
63 H 2.610 -17.187 4.555  0.30
64 H 2.456 -18.622 5.526  0.56
65 C -3.189 -16.737 8.121  -0.26
66 O -4.213 -17.231 8.912  -0.36
67 C -4.077 -18.454 9.539  0.53
68 O -3.004 -18.949 9.901  -0.57
69 O -5.343 -18.774 9.804  -0.23
70 C -5.707 -19.784 10.694  -0.83
71 H -3.331 -15.710 7.783  0.87
72 H -3.309 -17.184 7.134  -1.95
73 H -2.173 -16.971 8.437  0.85
74 H -6.695 -19.825 11.153  0.39
75 H -5.120 -19.825 11.612  0.38
76 H -5.520 -20.721 10.169  0.28
77 C -9.131 -20.403 5.532  -0.68
78 O -8.157 -21.235 4.960  -0.21
79 C -7.070 -20.659 4.316  0.30
80 O -6.809 -19.469 4.230  -0.52
81 O -6.236 -21.712 3.890  -0.29
82 C -4.990 -21.354 3.342  -0.40
83 H -8.674 -19.648 6.171  0.18
84 H -9.888 -20.920 6.122  0.28
85 H -9.705 -19.924 4.740  0.35
86 H -4.359 -22.209 3.095  0.16
87 H -4.384 -20.779 4.042  -0.10
88 H -5.187 -20.649 2.535  0.72
89 C -6.502 -15.632 8.477  -0.63
90 O -6.636 -15.656 7.045  -0.32
91 C -5.703 -14.917 6.414  0.93
92 O -4.793 -14.315 6.822  -0.51
93 O -5.808 -15.083 4.968  -0.37
94 C -6.884 -15.752 4.322  -0.51
95 H -6.209 -16.586 8.917  0.12
96 H -7.478 -15.368 8.885  0.40
97 H -5.927 -14.791 8.864  0.35
98 H -6.757 -15.926 3.253  0.28
99 H -7.731 -15.074 4.424  0.41
100 H -7.266 -16.623 4.856  0.26
101 C -1.804 -23.561 3.625  -1.08
102 O -1.397 -22.612 4.573  -0.26
103 C -0.283 -21.819 4.168  0.56
104 O 0.572 -22.057 3.302  -0.63
105 O -0.152 -20.747 5.057  0.22
106 C 0.926 -19.807 4.865  -1.03
107 H -1.150 -23.808 2.789  0.45
108 H -2.795 -23.332 3.233  0.39
109 H -2.047 -24.511 4.099  0.18
110 H 1.452 -20.018 3.935  0.36
111 H 1.534 -19.581 5.742  0.15
112 H 0.467 -18.850 4.615  0.06

=====

Computed, not measured: a single C6H8O2 molecule, with ωB97M-V with the def2-TZVPD basis set.

Properties
Energy relative to the best compared isomer or geometry (same formula, charge and spin) (kJ/mol): 566.8
Gap between HOMO and LUMO (eV): 9.95
Charge: 0
LUMO level (eV): 0.81
Max |F| (eV Å⁻¹): 4.91
Highest occupied orbital energy (eV): -9.142
SMILES: C[C@@]12C[C@H]1OCC2=O

Each line ends with the Mulliken charge.
Cartesian coordinates (Å):
1 C -0.768 -0.393 1.299  -1.48
2 C -0.149 -0.564 -0.122  0.99
3 C -1.431 -0.507 -1.059  -0.68
4 C -0.202 0.552 -1.067  -0.08
5 O 0.313 1.612 -0.456  -0.44
6 C 1.456 0.940 0.262  -0.41
7 C 1.261 -0.602 -0.095  0.20
8 O 2.083 -1.402 -0.561  -0.61
9 H 0.054 -0.425 2.198  0.32
10 H -1.342 0.563 1.300  0.39
11 H -1.349 -1.311 1.532  0.39
12 H -2.405 -0.406 -0.433  0.26
13 H -1.494 -1.209 -1.895  0.28
14 H 0.221 0.320 -2.003  0.35
15 H 2.273 1.539 -0.221  0.29
16 H 1.478 1.294 1.321  0.24

=====

Computed, not measured: a single C11H9NO2 molecule, with ωB97M-V with the def2-TZVPD basis set.

Properties
Energy relative to the best compared isomer or geometry (same formula, charge and spin) (kJ/mol): 246.2
Gap between HOMO and LUMO (eV): 9.17
Charge: 0
LUMO level (eV): -0.07
Max |F| (eV Å⁻¹): 4.24
Highest occupied orbital energy (eV): -9.239
SMILES: O=[N+]([O-])[C@]12C=C[C@H](C1)c1ccccc12

Each line ends with the Mulliken charge.
Cartesian coordinates (Å):
1 O 2.915 -0.065 2.680  -0.62
2 N 2.290 -0.721 1.843  0.94
3 O 2.425 -1.923 1.752  -0.56
4 C 1.260 0.025 1.232  0.77
5 C 1.370 1.589 1.167  -0.53
6 C 0.141 2.038 0.968  -0.90
7 C -0.803 0.940 0.988  0.11
8 C -0.243 0.016 1.993  -0.78
9 C -0.463 0.056 -0.286  0.20
10 C -1.244 -0.378 -1.367  -1.00
11 C -0.634 -1.218 -2.264  -0.32
12 C 0.625 -1.704 -2.113  -0.67
13 C 1.348 -1.382 -0.962  -0.52
14 C 0.764 -0.508 -0.096  0.33
15 H 2.411 1.842 1.354  0.46
16 H -0.114 3.065 0.983  0.48
17 H -1.862 1.142 0.965  0.60
18 H -0.168 0.597 2.936  0.34
19 H -0.807 -1.001 2.086  0.30
20 H -2.307 -0.250 -1.283  0.35
21 H -1.196 -1.674 -3.155  0.24
22 H 1.022 -2.347 -2.928  0.34
23 H 2.394 -1.440 -0.835  0.41

=====

Computed, not measured: a gas-phase ion, C2H5BrClN2O5S2 (charge -1), with ωB97M-V with the def2-TZVPD basis set.

Properties
Energy relative to the best compared isomer or geometry (same formula, charge and spin) (kJ/mol): 234.1
Gap between HOMO and LUMO (spin up / spin down) (eV): 6.24 / 7.82
Charge: -1
LUMO level (spin up / spin down) (eV): 1.61 / 2.01
Max |F| (eV Å⁻¹): 3.21
Highest occupied orbital energy (spin up / spin down) (eV): -4.629 / -5.809

Each line ends with the Mulliken charge.
Cartesian coordinates (Å):
1 C -0.576 0.326 -0.118  -1.02
2 C -0.471 -0.800 0.859  0.08
3 N 0.681 0.704 -0.733  -0.73
4 N 0.129 -0.303 2.079  -0.42
5 O 2.375 -1.022 0.767  -0.35
6 O 3.013 -1.443 3.219  -0.50
7 O 3.748 0.482 1.820  -0.57
8 O 1.077 -3.116 1.096  -0.57
9 O 1.331 -2.113 -1.105  -0.71
10 S 2.704 -0.315 2.391  1.08
11 S 1.212 -1.911 0.336  1.02
12 Cl -0.033 -1.417 3.385  -0.02
13 Br 1.925 1.000 4.042  -0.34
14 H -1.218 -0.010 -0.831  0.41
15 H -1.017 1.212 0.322  0.41
16 H -1.390 -1.434 1.055  0.50
17 H 1.240 1.183 0.017  0.30
18 H 1.098 -0.211 -1.119  0.42

=====

Computed, not measured: a molecular structure, C15H12BrO8Pd, with ωB97M-V with the def2-TZVPD basis set.

Properties
Energy relative to the best compared isomer or geometry (same formula, charge and spin) (kJ/mol): 0.0
Gap between HOMO and LUMO (spin up / spin down) (eV): 6.49 / 6.50
Charge: -1
LUMO level (spin up / spin down) (eV): -0.02 / -0.02
Max |F| (eV Å⁻¹): 0.68
Highest occupied orbital energy (spin up / spin down) (eV): -6.516 / -6.516

Each line ends with the Mulliken charge.
Cartesian coordinates (Å):
1 Pd 0.604 -0.457 0.214  0.94
2 O -0.878 0.377 3.795  -0.71
3 C -0.745 0.541 2.602  -0.07
4 O -0.532 -0.462 1.776  -0.64
5 C -0.924 1.923 1.986  0.12
6 C -1.740 1.944 0.674  0.10
7 C -2.300 3.359 0.470  -1.01
8 C -1.020 4.131 0.055  -0.95
9 C 0.026 3.006 0.081  -0.04
10 O -0.734 1.876 -0.344  -0.39
11 C 0.377 2.666 1.544  -0.15
12 C 1.722 1.946 1.661  0.33
13 O 2.620 2.504 2.270  -0.72
14 O 1.906 0.810 1.055  -0.56
15 H -1.421 2.504 2.761  0.52
16 H -2.432 1.119 0.539  0.63
17 H -3.039 3.358 -0.331  0.33
18 H -2.768 3.753 1.371  0.38
19 H -1.113 4.538 -0.952  0.33
20 H -0.766 4.947 0.732  0.38
21 H 0.884 3.138 -0.573  0.54
22 H 0.503 3.574 2.130  0.51
23 Br -1.370 -7.163 -1.736  -0.23
24 C -2.304 -5.504 -1.713  0.01
25 C -3.629 -5.478 -2.113  -0.39
26 C -4.306 -4.267 -2.095  -0.49
27 C -3.662 -3.110 -1.684  -0.50
28 C -2.332 -3.155 -1.286  0.11
29 C -1.644 -4.362 -1.299  -0.31
30 C -1.658 -1.871 -0.842  0.95
31 O -2.287 -0.826 -0.844  -0.57
32 O -0.425 -2.039 -0.499  -0.67
33 H -4.120 -6.388 -2.431  0.38
34 H -5.343 -4.232 -2.405  0.37
35 H -4.168 -2.155 -1.661  0.41
36 H -0.610 -4.388 -0.987  0.48
37 O 1.367 -0.269 -1.354  -0.45